{"formula": "C16H11Br2N8Rh", "method": "the ωB97M-V functional and the def2-TZVPD basis", "e_lumo_ev": [-9.07, -9.66], "total_charge": 2, "gap_ev": [5.71, 5.11], "symbols": ["Rh", "Br", "C", "C", "C", "N", "C", "C", "C", "C", "C", "Br", "C", "C", "N", "H", "H", "H", "H", "H", "H", "N", "C", "N", "C", "N", "N", "C", "C", "N", "C", "C", "N", "H", "H", "H", "H", "H"], "xyz": [[0.58846, 0.31700, -0.31649], [3.98859, -5.39611, -0.16968], [3.07629, -3.77057, -0.27961], [3.75482, -2.56834, -0.14238], [3.03976, -1.39274, -0.21228], [1.72024, -1.38552, -0.42255], [1.05362, -2.54167, -0.56829], [1.70091, -3.75455, -0.50501], [-0.38973, -2.34063, -0.80572], [-1.29822, -3.35620, -0.98549], [-2.65225, -3.05024, -1.12128], [-3.90370, -4.41515, -1.33118], [-3.05393, -1.72177, -1.08176], [-2.09993, -0.74850, -0.90972], [-0.79568, -1.03602, -0.78959], [4.82240, -2.54340, 0.02335], [3.52366, -0.43094, -0.11002], [1.16179, -4.68192, -0.63179], [-0.97314, -4.38609, -1.00784], [-4.09302, -1.44687, -1.19331], [-2.36394, 0.29988, -0.89896], [-1.23457, 1.03065, 5.41303], [-0.42116, 0.66249, 4.68017], [0.50077, 0.17228, 3.85033], [0.70679, 0.37703, 2.66776], [1.07233, 0.55865, 1.52614], [-2.32104, 4.97126, 0.40770], [-1.25836, 4.33279, -0.08312], [-1.15716, 2.91797, -0.08724], [-0.08922, 2.32221, -0.59934], [0.90237, 3.06967, -1.10910], [0.79358, 4.45423, -1.08349], [-0.25520, 5.07098, -0.57643], [-3.10895, 4.49135, 0.80324], [-2.32300, 5.97889, 0.39342], [-1.95058, 2.29725, 0.30987], [1.75207, 2.57202, -1.55928], [1.58430, 5.07063, -1.49404]], "forces_ev_per_angstrom": [[1.02, -0.08, -0.57], [-0.13, 0.22, -0.02], [0.04, -0.22, 0.00], [0.17, 0.02, -0.01], [-0.03, 0.03, -0.07], [-0.22, 0.45, 0.62], [-0.20, 0.06, -0.20], [-0.09, -0.13, -0.08], [-0.05, 0.17, 0.16], [-0.04, -0.05, -0.03], [-0.09, -0.22, -0.02], [0.18, 0.18, 0.01], [-0.16, 0.01, -0.07], [0.12, 0.14, -0.17], [-0.02, -0.11, 0.34], [-0.01, 0.00, 0.00], [0.01, 0.01, 0.09], [0.01, -0.01, 0.02], [0.00, 0.00, 0.01], [0.01, 0.00, 0.02], [-0.01, 0.01, 0.04], [0.32, -0.12, -0.24], [-0.08, 0.19, 0.00], [-0.25, -0.32, 0.38], [0.02, 0.22, -0.71], [-0.19, 0.17, -0.03], [-0.11, 0.10, 0.05], [0.27, -0.31, -0.14], [-0.17, 0.08, -0.05], [-0.32, -0.44, 0.64], [0.04, -0.09, -0.13], [-0.11, -0.06, 0.01], [0.00, 0.08, -0.01], [0.00, 0.01, 0.01], [-0.02, 0.00, 0.01], [0.08, 0.01, 0.09], [0.02, -0.01, 0.05], [-0.01, 0.00, 0.02]], "nbo_charge": [1.12, 0.23, -0.02, -0.24, 0.10, -0.43, 0.17, -0.22, 0.20, -0.22, -0.01, 0.25, -0.25, 0.09, -0.42, 0.28, 0.24, 0.26, 0.26, 0.28, 0.23, -0.21, 0.37, -0.42, 0.65, -0.55, -0.74, 0.38, -0.04, -0.45, -0.09, 0.08, -0.38, 0.41, 0.44, 0.21, 0.22, 0.24]}

{"formula": "C16H11BrCl2IN2PtS2", "method": "the ωB97M-V functional and the def2-TZVPD basis", "s_squared": 6.049, "e_lumo_ev": [-9.11, -12.60], "total_charge": 3, "gap_ev": [7.77, 4.70], "multiplicity": 5, "symbols": ["Pt", "Cl", "C", "C", "C", "C", "C", "Cl", "C", "S", "H", "H", "H", "Br", "C", "C", "C", "C", "C", "C", "I", "H", "H", "H", "H", "S", "C", "N", "C", "C", "C", "N", "H", "H", "H", "H"], "xyz": [[-0.73998, -0.52083, 0.81363], [-1.26607, -2.71207, -0.57749], [0.24627, -3.06374, -1.36724], [0.29955, -4.17705, -2.14111], [1.50993, -4.50397, -2.78608], [2.63619, -3.71543, -2.64699], [2.58567, -2.58580, -1.85738], [3.98324, -1.63191, -1.70826], [1.37398, -2.21338, -1.17309], [1.41347, -0.83024, -0.20351], [-0.57193, -4.80745, -2.25661], [1.55174, -5.39388, -3.40153], [3.55874, -3.97136, -3.14946], [-3.88517, 4.03002, -1.00511], [-2.26506, 3.95108, -1.79010], [-2.10559, 4.68856, -3.00914], [-0.90159, 4.68999, -3.64314], [0.17275, 3.97201, -3.08242], [0.03239, 3.22929, -1.87349], [-1.16455, 3.20647, -1.23200], [-1.35702, 2.17055, 0.59024], [-2.94772, 5.24217, -3.40465], [-0.76906, 5.24414, -4.56297], [1.13820, 3.98925, -3.57474], [0.88703, 2.70293, -1.47071], [-2.51149, -1.04870, 2.42701], [-1.26864, -0.80783, 3.55877], [-1.43452, -0.94644, 4.89297], [-0.42545, -0.75070, 5.77314], [0.80689, -0.39383, 5.30999], [0.95109, -0.25973, 3.93011], [-0.05861, -0.46637, 3.08966], [-2.35474, -1.20764, 5.23573], [-0.65968, -0.88634, 6.82085], [1.63449, -0.23157, 5.98317], [1.90528, 0.00980, 3.49193]], "forces_ev_per_angstrom": [[0.57, -0.78, 0.25], [-0.07, -0.13, -0.10], [0.09, 0.23, 0.12], [0.03, -0.18, -0.14], [-0.02, -0.06, -0.04], [-0.03, -0.17, -0.11], [-0.07, 0.08, 0.11], [0.01, 0.04, 0.04], [0.00, 0.00, 0.00], [-0.27, 0.36, -0.08], [0.03, -0.01, -0.02], [-0.01, 0.02, 0.01], [-0.01, -0.01, 0.01], [-0.32, -0.02, 0.20], [0.25, -0.01, -0.12], [-0.04, -0.14, 0.23], [0.39, -0.12, -0.02], [-0.11, 0.00, 0.05], [0.14, 0.16, -0.32], [-0.21, 0.02, -0.03], [-0.15, 0.39, 0.06], [-0.04, -0.03, 0.07], [0.05, -0.01, 0.02], [-0.02, -0.02, 0.02], [0.03, 0.03, -0.06], [-0.03, 0.27, -0.10], [-0.13, -0.09, 0.10], [0.04, -0.04, 0.14], [-0.21, -0.03, 0.03], [0.15, 0.00, -0.05], [0.02, -0.08, -0.18], [0.01, 0.35, -0.10], [0.01, -0.02, 0.02], [-0.03, -0.02, -0.01], [0.00, 0.02, 0.01], [-0.03, 0.01, -0.01]], "nbo_charge": [0.79, 0.10, -0.02, -0.20, -0.04, -0.23, 0.03, 0.16, -0.28, 0.15, 0.27, 0.27, 0.28, 0.48, -0.08, -0.12, -0.19, 0.03, -0.21, -0.16, 0.41, 0.28, 0.28, 0.26, 0.26, -0.07, 0.26, -0.48, 0.17, -0.30, 0.18, -0.52, 0.47, 0.28, 0.29, 0.25]}